1.
A structure of composition C39H60ClGeMnN4O4P3. Source: OMol25; level of theory: wB97M-V/def2-TZVPD.

Its charge is +2. The HOMO energy (alpha / beta) is -13.18 / -13.03 eV. The calculation puts the LUMO energy (alpha / beta) at -6.46 / -8.21 eV. The multiplicity is 6.

Geometry (Å):
Mn -0.07672 0.09288 0.29429
C 3.14731 1.17092 2.80493
C 3.33384 1.61825 1.35607
C 2.90301 3.06709 1.14702
P 2.46044 0.47724 0.21054
C 2.95512 1.04585 -1.46475
N 1.97104 1.95659 -2.02116
Ge 0.22122 2.07641 -1.37355
N -0.20660 3.64969 -0.22239
C -0.82550 3.47165 1.08238
P -1.64966 1.83039 1.23899
C -3.25655 1.99632 0.33256
C -3.74476 3.43115 0.13732
C -4.31918 1.10416 0.98300
C -1.97965 1.72610 3.04541
C -2.68906 2.95406 3.61609
C -0.68486 1.42738 3.80167
C 0.42963 4.79281 -0.49972
C 0.72390 5.81764 0.44079
C 1.54702 6.84406 0.07208
C 2.09905 6.89788 -1.22433
C 1.78084 5.94164 -2.17962
C 0.90701 4.93061 -1.84442
N 0.41625 3.94922 -2.73680
C 1.34364 3.48191 -3.74140
C 1.40124 3.98901 -5.02547
C 2.36466 3.50575 -5.89880
C 3.25295 2.53026 -5.46585
C 3.17426 2.00109 -4.18540
C 2.19553 2.46171 -3.30719
C -0.95701 4.14281 -3.15287
C -1.46338 5.36475 -3.55395
C -2.77888 5.44095 -3.98944
C -3.55383 4.29035 -4.02390
C -3.05064 3.06814 -3.59844
C -1.73979 2.98599 -3.13337
N -1.13919 1.83603 -2.62205
C -1.82843 0.57416 -2.78775
P -0.96183 -0.81926 -1.95467
C 0.44441 -1.28452 -3.08058
C 0.36595 -0.70144 -4.49181
C 0.65072 -2.80243 -3.10418
C -2.23754 -2.15150 -2.03220
C -2.79681 -2.35920 -3.44190
C -3.37096 -1.88341 -1.04303
C 3.28100 -1.15314 0.45350
C 4.79862 -1.09505 0.27165
C 2.65728 -2.22605 -0.43224
H 3.61337 1.89471 3.47460
H 3.60532 0.20213 3.00007
H 2.08952 1.10161 3.06804
H 4.38964 1.53303 1.08389
H 1.87035 3.20342 1.47397
H 2.98402 3.38520 0.10501
H 3.52697 3.72824 1.74951
H 3.09503 0.15453 -2.08835
H 3.92924 1.54265 -1.39170
H -1.53984 4.27894 1.25327
H -0.07744 3.51862 1.88093
H -3.03468 1.59014 -0.65625
H -3.91154 3.94505 1.08482
H -4.69921 3.40999 -0.39095
H -3.05722 4.02259 -0.47179
H -4.65874 1.51585 1.93343
H -3.95918 0.09049 1.15895
H -5.18690 1.04277 0.32508
H -2.63042 0.85322 3.13284
H -2.05961 3.84521 3.56708
H -2.90812 2.77876 4.67004
H -3.63366 3.16849 3.11848
H 0.01978 2.26195 3.74442
H -0.19622 0.52341 3.43858
H -0.91210 1.27635 4.85740
H 0.33238 5.76580 1.44672
H 1.79192 7.61858 0.78587
H 2.75725 7.71469 -1.48788
H 2.17959 6.00230 -3.18355
H 0.69995 4.75210 -5.33974
H 2.42765 3.89518 -6.90487
H 4.01619 2.16469 -6.13974
H 3.86926 1.23015 -3.88268
H -0.83286 6.24575 -3.54029
H -3.18689 6.38601 -4.31830
H -4.57218 4.34212 -4.38543
H -3.68044 2.18986 -3.63236
H -1.92596 0.34206 -3.85186
H -2.84377 0.59570 -2.37661
H 1.31398 -0.83778 -2.58980
H -0.48585 -1.08986 -5.05064
H 1.26692 -0.98505 -5.03886
H 0.31505 0.38934 -4.48968
H -0.12657 -3.29606 -3.68532
H 0.65998 -3.24737 -2.10905
H 1.60532 -3.02977 -3.58050
H -1.70695 -3.04913 -1.70631
H -3.41901 -1.51671 -3.74950
H -3.43443 -3.24398 -3.44021
H -2.02815 -2.51083 -4.19691
H -3.93384 -0.98559 -1.31094
H -3.01387 -1.78888 -0.02118
H -4.07309 -2.71745 -1.07396
H 3.04389 -1.39773 1.49252
H 5.07099 -0.78736 -0.74059
H 5.21515 -2.09053 0.42876
H 5.28689 -0.42750 0.98027
H 2.89731 -2.06541 -1.48561
H 1.57334 -2.27785 -0.31319
H 3.05424 -3.20327 -0.15586
O 0.39852 -1.23689 1.75052
Cl -0.80638 -2.15813 1.95193
O -1.93909 -1.26035 1.91988
O -0.65173 -2.80524 3.18890
O -0.84360 -3.04541 0.83668

These are the Mulliken partial charges, in e, on atoms 1 to 8: Mn 0.560; C -1.690; C 0.127; C -1.423; P 0.044; C -2.180; N 0.840; Ge -1.119



2.
A structure of composition C39H61HfN7P2S. Source: OMol25; level of theory: wB97M-V/def2-TZVPD.

Its charge is +2. The HOMO energy is -13.09 eV. The calculation puts the LUMO energy at -4.67 eV. The energy above the lowest of the compared OMol25 structures with the same formula, charge and spin comes out at 2.7 kcal/mol.

Geometry (Å):
Hf -0.55261 0.29382 -0.01915
C -3.54107 1.61680 -0.63725
C -2.50793 2.43830 -1.38129
N -1.25286 2.55228 -0.59664
C -1.24102 3.60322 0.45085
C -2.02741 3.26587 1.71317
S -1.73787 1.56799 2.30874
C -3.39689 0.81489 2.29541
C -3.69283 -0.08238 1.08960
N -2.95469 0.36328 -0.10763
H -4.39027 1.40245 -1.28816
H -3.93209 2.18681 0.20093
H -2.91544 3.42632 -1.61260
H -2.24644 1.94205 -2.31554
H -0.54623 2.83227 -1.27192
H -1.61490 4.54799 0.04562
H -0.19588 3.76011 0.72725
H -3.09676 3.42266 1.59429
H -1.69696 3.93753 2.50521
H -4.11424 1.62702 2.40426
H -3.45395 0.22655 3.20986
H -4.76975 -0.07686 0.89863
H -3.39618 -1.10276 1.30896
H -3.03281 -0.35015 -0.83086
C 5.44840 -1.67416 3.04806
C 4.82063 -0.96330 4.06291
C 3.57746 -0.38815 3.84618
C 2.95215 -0.52513 2.60661
C 3.59250 -1.23163 1.59117
C 4.83439 -1.80586 1.81098
P 1.29191 0.16053 2.31182
C 1.14982 1.47448 3.56373
C 1.63049 2.73434 3.20629
C 1.53852 3.80232 4.08777
C 0.96059 3.61855 5.33692
C 0.48542 2.36562 5.70160
C 0.57872 1.29760 4.82040
C 0.12577 -1.19728 2.60474
C 0.08195 -1.98930 3.75087
C -0.74343 -3.10167 3.76836
C -1.49074 -3.42268 2.63637
C -1.44369 -2.61597 1.50889
C -0.65411 -1.45730 1.45853
H 6.41851 -2.12053 3.22086
H 5.30239 -0.85413 5.02538
H 3.10240 0.17664 4.63866
H 3.11384 -1.33965 0.62269
H 5.32562 -2.35373 1.01728
H 2.10168 2.87981 2.23833
H 1.92702 4.77245 3.80592
H 0.89120 4.44684 6.02935
H 0.04364 2.21877 6.67858
H 0.18950 0.33043 5.11251
H 0.72010 -1.77513 4.60074
H -0.78738 -3.73486 4.64474
H -2.10824 -4.31266 2.63902
H -2.03787 -2.90546 0.64519
N -0.79762 -0.41006 -1.79988
P -0.63312 -1.20887 -3.16215
N 0.38503 -2.51651 -3.04611
C 0.02264 -3.59352 -2.08580
C 1.24530 -4.37271 -1.62210
C 2.27320 -3.47691 -0.93275
C 2.42772 -2.14716 -1.69470
C 1.83268 -2.23592 -3.09739
N -0.01556 -0.23731 -4.33777
C 0.03579 1.22088 -4.26241
C 1.18725 1.73675 -5.11264
C 0.95365 1.40077 -6.59803
C 0.00887 0.20209 -6.75604
C 0.25249 -0.83150 -5.66802
N -2.05546 -1.78160 -3.80643
C -3.01458 -0.71404 -4.16031
C -4.35422 -0.92974 -3.46992
C -5.00914 -2.22989 -3.95597
C -3.93586 -3.25119 -4.35515
C -2.66336 -3.09476 -3.53501
H -0.66079 -4.29607 -2.55669
H -0.48168 -3.16066 -1.21271
H 1.69082 -4.88383 -2.47792
H 0.90392 -5.15598 -0.94466
H 3.22806 -3.99861 -0.86920
H 1.95427 -3.27895 0.09378
H 3.47291 -1.83880 -1.76279
H 1.89106 -1.35788 -1.15766
H 2.33167 -3.02096 -3.66890
H 1.99664 -1.30685 -3.63544
H 0.14777 1.50787 -3.21620
H -0.90405 1.67245 -4.61039
H 2.11345 1.27457 -4.75684
H 1.29687 2.81341 -4.97278
H 1.91046 1.18578 -7.07508
H 0.53606 2.26360 -7.11740
H 0.13998 -0.26390 -7.73184
H -1.03416 0.52758 -6.70584
H 1.28610 -1.18812 -5.71993
H -0.39687 -1.69687 -5.80021
H -3.15769 -0.68952 -5.24539
H -2.59818 0.25374 -3.87676
H -5.00700 -0.07213 -3.64267
H -4.17878 -0.98503 -2.38847
H -5.65183 -2.02452 -4.81235
H -5.65439 -2.63446 -3.17461
H -3.67284 -3.13245 -5.40877
H -4.30548 -4.26984 -4.24267
H -1.96692 -3.87312 -3.83734
H -2.88133 -3.23154 -2.46614
N 1.52110 1.24180 -0.86596
H 2.29313 0.90763 -0.28977
H 1.65807 2.24882 -0.92575
H 1.66112 0.86749 -1.80195

These are the Mulliken partial charges, in e, on atoms 1 to 8: Hf 0.685; C -0.734; C -0.399; N -0.526; C -0.983; C -1.059; S 0.394; C -1.248



3.
A structure of composition C39H62AuBN8Se in a non-equilibrium geometry. Source: OMol25; level of theory: wB97M-V/def2-TZVPD.

Its charge is +2. The HOMO energy (alpha / beta) is -13.79 / -13.79 eV. The calculation puts the LUMO energy (alpha / beta) at -8.15 / -8.15 eV. The energy above the lowest of the compared OMol25 structures with the same formula, charge and spin comes out at 4.1 kcal/mol.

Geometry (Å):
Au -0.53931 0.26979 0.24331
C 1.96486 2.05358 4.61260
C 0.98160 1.13999 3.96723
C 0.16531 0.19580 4.56018
C -0.53078 -0.43822 3.53024
N -0.17690 0.14297 2.37973
N 0.77824 1.09305 2.63675
B 1.65731 1.72923 1.52294
N 0.92658 2.69444 0.55861
N 0.01786 2.26195 -0.37551
C -0.19393 3.23664 -1.26241
C 0.54204 4.35067 -0.85128
C 1.24066 3.97585 0.27898
C 2.20113 4.77502 1.08901
C -1.00410 3.14397 -2.53286
C -1.74633 1.82196 -2.69004
C -2.01906 4.29524 -2.55945
C -0.02268 3.29142 -3.70818
N 2.24377 0.56113 0.68018
N 1.40033 -0.22818 -0.02318
C 2.09356 -1.16811 -0.67446
C 3.44031 -0.96448 -0.37713
C 3.49845 0.13051 0.47646
C 4.68392 0.77923 1.10121
C 1.41792 -2.19832 -1.54189
C 2.46849 -3.14797 -2.12061
C 0.67957 -1.49717 -2.68557
C 0.42009 -2.99773 -0.70143
C -1.49934 -1.58575 3.67434
C -2.83232 -1.05216 4.21310
C -0.92362 -2.59326 4.68058
C -1.70579 -2.30750 2.35238
H 1.86358 1.98497 5.69318
H 1.80238 3.08916 4.31688
H 2.98788 1.78536 4.34909
H 0.11658 -0.02606 5.61171
H 2.54694 2.31654 2.04111
H 0.58893 5.30957 -1.33774
H 2.21115 5.80126 0.72946
H 3.21255 4.37677 1.00992
H 1.92511 4.78453 2.14275
H -2.55021 1.71195 -1.96184
H -1.07659 0.96036 -2.61339
H -2.19541 1.78981 -3.68392
H -2.62456 4.31234 -1.65105
H -2.68659 4.18066 -3.41404
H -1.52689 5.26344 -2.65170
H 0.64548 2.43027 -3.77206
H 0.58974 4.18698 -3.61082
H -0.57711 3.36253 -4.64472
H 4.27785 -1.53690 -0.73501
H 5.58729 0.25848 0.79358
H 4.62393 0.74582 2.18883
H 4.76929 1.82194 0.79619
H 3.18990 -2.61169 -2.73765
H 1.98506 -3.89655 -2.74838
H 3.00955 -3.67166 -1.33182
H 1.36184 -0.91628 -3.30709
H -0.08967 -0.81185 -2.30900
H 0.18060 -2.23293 -3.31795
H 0.90956 -3.50699 0.12988
H -0.07685 -3.74636 -1.32075
H -0.36378 -2.35467 -0.27930
H -2.70890 -0.61792 5.20552
H -3.55939 -1.86328 4.28534
H -3.23724 -0.27501 3.56152
H -0.75158 -2.13407 5.65290
H 0.02079 -3.01008 4.32853
H -1.62770 -3.41388 4.82222
H -2.12512 -1.64723 1.59636
H -2.40660 -3.13354 2.49108
H -0.76980 -2.72021 1.97207
C -5.06556 0.73016 -2.60854
C -4.06543 -0.24527 -3.21669
C -3.93875 -1.57665 -2.48507
C -3.27500 -1.50727 -1.11317
N -4.16388 -1.01700 -0.05385
C -4.06184 0.10708 0.67361
Se -2.68382 1.39077 0.74927
N -5.14484 0.22985 1.45568
C -5.43004 1.36966 2.34100
C -5.80806 2.62565 1.56096
C -7.01716 2.45619 0.64396
C -8.33452 2.36138 1.40181
C -5.95578 -0.88296 1.27574
C -7.16240 -1.25567 1.86635
C -7.68467 -2.47029 1.48236
C -7.03601 -3.29284 0.54543
C -5.85001 -2.92034 -0.04753
C -5.32563 -1.68380 0.33319
H -5.21716 1.58709 -3.26472
H -4.73861 1.12954 -1.64444
H -6.03921 0.25681 -2.46038
H -3.07640 0.22005 -3.28754
H -4.36506 -0.46082 -4.24394
H -3.33347 -2.26158 -3.08448
H -4.92015 -2.04326 -2.39472
H -2.41762 -0.82614 -1.14816
H -2.90946 -2.48452 -0.79235
H -4.54979 1.52651 2.96760
H -6.23974 1.04911 2.99320
H -4.93893 2.96966 0.99265
H -6.01350 3.40650 2.29792
H -6.88095 1.57746 0.00362
H -7.05301 3.30836 -0.03682
H -8.36528 1.50768 2.08187
H -9.17755 2.25397 0.72086
H -8.50355 3.25915 1.99814
H -7.66219 -0.63696 2.59739
H -8.61499 -2.80897 1.91664
H -7.48342 -4.24304 0.28872
H -5.35012 -3.55845 -0.76127

These are the Mulliken partial charges, in e, on atoms 1 to 8: Au 1.767; C -1.424; C 0.521; C -1.249; C -0.771; N 0.219; N 0.512; B -1.275



4.
A cluster of 10 separate species, C39H64N10O13 in total in a non-equilibrium geometry. Source: OMol25; level of theory: wB97M-V/def2-TZVPD.

The HOMO energy is -8.55 eV. The calculation puts the LUMO energy at -1.27 eV. The energy above the lowest of the compared OMol25 structures with the same formula, charge and spin comes out at 518.9 kcal/mol. As for the SMILES: O=[N+]([O-])c1ccccc1.O=[N+]([O-])c1ccccc1.O=[N+]([O-])c1ccccc1.CN(C)C=O.CN(C)C=O.CN(C)C=O.CN(C)C=O.CN(C)C=O.CN(C)C=O.CN(C)C=O.

Geometry (Å):
O -3.40558 -4.47842 2.17995
N -3.67650 -4.68959 0.98544
O -4.65845 -4.91529 0.43165
C -2.44081 -4.64282 0.15029
C -1.10172 -4.20918 0.66629
C 0.19629 -4.26270 -0.23396
C -0.01243 -4.44661 -1.72799
C -1.20855 -4.62352 -2.32926
C -2.54309 -4.75257 -1.39685
H -1.21680 -3.85989 1.75461
H 1.18495 -4.21509 0.34280
H 0.98558 -4.53919 -2.25420
H -1.35031 -4.83858 -3.34999
H -3.39687 -4.96364 -1.97318
O 0.40073 5.31924 -5.02531
N 0.71989 4.34862 -4.26246
O 1.78817 3.92377 -4.17876
C -0.39291 3.79287 -3.39186
C -1.82285 4.16870 -3.63743
C -2.89415 3.49419 -2.69643
C -2.50706 2.36308 -1.83522
C -1.13000 2.10783 -1.55914
C -0.04396 2.89048 -2.16297
H -2.09001 5.05508 -4.38402
H -3.81328 3.87592 -2.77911
H -3.24339 1.93150 -1.32045
H -0.95530 1.35071 -0.84843
H 0.98969 2.71606 -2.06157
O -2.91938 -2.83609 -5.96882
N -1.76765 -3.36587 -5.90363
O -1.53949 -4.56945 -5.98105
C -0.79432 -2.35590 -5.64892
C -1.23305 -0.86974 -5.35170
C -0.05159 -0.03356 -4.76387
C 1.34844 -0.44272 -4.86543
C 1.75511 -1.80555 -5.36350
C 0.72071 -2.76048 -5.77418
H -2.14988 -0.59158 -5.55762
H -0.28015 0.92719 -4.36381
H 2.26260 0.45990 -4.84868
H 2.82789 -2.04685 -5.27050
H 0.87545 -3.77848 -6.05257
C 4.46249 4.42264 -1.25979
N 4.78159 5.68150 -0.52292
C 5.09674 5.49127 0.93844
C 4.39575 6.93608 -0.85864
O 4.74063 7.94335 -0.20785
H 3.43242 4.01755 -1.68824
H 4.64680 3.57512 -0.69352
H 5.07135 4.49698 -2.12856
H 5.93649 4.80974 1.05871
H 4.40791 4.87555 1.29702
H 5.12908 6.44846 1.67191
H 3.96930 7.14578 -1.81329
C -5.23993 -1.39518 2.38522
N -4.31999 -0.44163 1.95133
C -2.87850 -0.86995 1.67172
C -4.59928 0.78971 1.97307
O -3.74198 1.76318 1.85243
H -5.94777 -0.99784 3.23535
H -4.72900 -2.36030 2.63131
H -5.75138 -1.74611 1.27328
H -2.42441 -0.72290 2.48207
H -2.36862 -0.20138 0.99915
H -2.80046 -1.97437 1.33759
H -5.69846 1.08141 2.25002
C -6.35262 -2.02681 -1.78234
N -5.06736 -1.78578 -2.39368
C -4.86760 -2.34614 -3.76459
C -4.05769 -1.33565 -1.71306
O -2.89615 -1.10370 -2.06907
H -7.05651 -1.49036 -2.49840
H -6.37689 -1.56967 -0.72183
H -6.89063 -2.73791 -1.91714
H -4.85425 -1.63567 -4.48208
H -5.68704 -3.02370 -3.98307
H -4.08574 -3.10518 -3.58802
H -4.29358 -0.86858 -0.74550
C 1.51672 -0.85788 1.04486
N 1.66438 -0.29542 -0.32505
C 0.91066 -0.85514 -1.50156
C 2.63568 0.61345 -0.54651
O 2.91402 1.01207 -1.67523
H 1.66750 -0.00635 1.72037
H 2.05008 -1.62165 1.10043
H 0.43376 -1.04749 1.30066
H -0.06360 -1.19361 -1.54347
H 1.31317 -1.77237 -1.95487
H 1.01579 -0.03991 -2.21581
H 3.13401 1.18944 0.17637
C -1.81389 2.58708 4.21803
N -0.45430 2.11927 3.87675
C -0.04863 2.36743 2.47158
C 0.48646 1.74594 4.77057
O 1.62634 1.46052 4.45978
H -2.60601 1.69533 4.02672
H -2.32663 3.33112 3.52866
H -1.73772 2.86029 5.22879
H -0.91028 2.27300 1.79745
H 0.68823 1.74871 1.93290
H 0.22150 3.24365 2.19660
H 0.24627 1.54754 5.85965
C 2.95609 -2.05693 4.03583
N 1.71213 -2.70719 4.07536
C 1.74162 -4.15207 3.91278
C 0.43858 -2.13582 4.11292
O -0.54990 -2.75525 4.04870
H 2.74673 -1.00329 4.28147
H 3.46742 -1.91873 2.95097
H 3.59603 -2.39138 4.71725
H 1.19994 -4.70865 4.63335
H 2.65386 -4.58197 4.13482
H 1.38477 -4.48734 2.77245
H 0.55435 -1.02005 4.32310
C 4.97662 1.22425 5.08190
N 5.05949 1.57234 3.65318
C 5.90687 0.67120 2.89393
C 4.19549 2.43426 3.11076
O 4.12809 2.51186 1.90315
H 4.98256 2.07770 5.55158
H 5.90744 0.61349 5.55077
H 4.16349 0.70977 5.27350
H 6.48200 1.34891 2.24052
H 5.37580 0.26141 2.08010
H 6.31870 -0.11569 3.46206
H 3.53763 2.93285 3.68667

These are the Mulliken partial charges, in e, on atoms 1 to 8: O -0.601; N 1.178; O -0.616; C -0.388; C 0.180; C -0.460; C -0.316; C -0.548



So what do the calculations give for total energy? Going down the list: -183774.9210; -82575.7847; -123074.6262; -82970.5632 eV.